# C48H100N4O10S3

7 unconnected molecules or ions with the total composition C48H100N4O10S3 in a non-equilibrium geometry (ωB97M-V/def2-TZVPD, the Open Molecules 2025 dataset).

Computed properties:
* HOMO energy: -7.968 eV
* orbital gap: 8.249 eV
* SMILES string: CC1(C)CCCC(C)(C)N1O.CC1(C)CCCC(C)(C)N1O.CC1(C)CCCC(C)(C)N1O.CC1(C)CCCC(C)(C)N1O.O=S1(=O)CCCC1.O=S1(=O)CCCC1.O=S1(=O)CCCC1
* 2S+1: 1
* E_LUMO: 0.0103 Eh

Element x y z (Å)
S -1.6208 -0.6048 5.5101
S 0.6806 -0.4961 1.7294
S 3.5217 5.3843 4.9185
O -1.7047 -1.4983 4.3865
O 5.8502 -3.5160 6.8728
O 1.1558 -5.4027 -4.0850
O 4.4389 5.5587 6.0099
O 2.8266 6.5326 4.3965
O -3.8558 2.2399 2.5338
O -2.2176 -1.0717 6.7322
O -3.3230 2.9838 -4.5176
O 1.2529 0.7781 2.0677
O 0.8321 -1.6461 2.6246
N -4.4917 2.5522 1.3283
N 0.1078 -5.0379 -5.0012
N -2.0446 2.6614 -5.1017
N 5.1935 -2.3978 6.3188
C -5.4381 1.5480 0.8595
C -3.6546 4.8275 1.3767
C 3.9733 -3.7771 4.6267
C -0.2531 1.1640 6.6412
C -4.5172 3.8505 -0.7861
C 0.0570 1.4302 -6.6689
C -1.0814 -0.9924 -0.2449
C 1.3601 -0.9512 0.1062
C -6.1092 1.9751 -0.4725
C -4.6390 0.2525 0.6160
C -6.5307 1.2847 1.9388
C -2.0857 2.7511 -6.5586
C 4.5084 4.6365 3.5446
C -1.2877 -3.1958 -5.8650
C 4.2513 -0.5384 4.4363
C -0.1408 -7.3595 -5.9117
C -1.0416 -0.4471 1.1962
C -2.0427 1.1007 5.0326
C 0.0918 -0.1246 5.8882
C 0.2515 -0.4195 -0.8061
C -3.8054 3.5526 0.5475
C -5.1587 2.6085 -1.4373
C -2.3722 2.9300 0.2186
C -1.2028 -3.9066 -7.2078
C 2.4099 3.9399 5.1687
C 1.1509 -2.7990 -5.2012
C 5.4769 -0.1869 5.2852
C 3.8371 -2.7363 5.7649
C 2.9754 -3.2303 6.9031
C 1.4644 -5.8123 -7.0219
C 3.5837 3.5226 3.0473
C -1.2944 1.6541 -4.3791
C 7.0633 -2.0327 4.6546
C 0.0467 1.4471 -5.1540
C -1.0172 -5.4074 -7.0664
C 3.0522 2.8287 4.3191
C -0.4798 -3.2372 -3.4328
C -0.6847 2.6914 -7.1251
C -3.0403 1.7857 -7.2841
C 6.1741 -1.4486 5.7876
C 0.1823 -5.8660 -6.1930
C 7.0967 -0.9220 6.9032
C -2.5375 4.1580 -7.0414
C -0.9121 2.1002 -2.9598
C -1.1226 2.1144 5.7711
C 3.2811 -1.4197 5.1536
C -2.1244 0.3318 -4.3332
C -0.1382 -3.5820 -4.9005
H 3.0257 -0.8376 6.0524
H 1.9540 -3.3402 6.5349
H 0.1950 0.6731 -0.8251
H 1.6768 -2.8638 -6.1528
H 1.2351 -2.0340 0.0716
H 2.2926 2.0957 4.0465
H -1.4658 -3.4137 -3.0036
H -0.4745 -3.5145 -7.9202
H 2.7452 3.7832 2.4056
H 0.2589 -3.5845 -2.7092
H 0.8119 -6.2312 -3.7344
H 1.2492 -6.3572 -7.9389
H -7.0500 2.5240 -0.3705
H 0.2590 0.4059 -4.8763
H 0.6376 1.6534 7.0380
H -0.3401 0.5304 -7.1480
H -4.0438 2.0224 -6.9334
H -2.1375 -3.7323 -7.7503
H -1.1893 -2.1068 -5.8906
H -5.5747 2.8099 -2.4275
H -0.4348 3.0771 -3.0388
H 5.0861 0.3429 6.1580
H -1.7931 2.0973 -2.3196
H 1.8880 -4.8333 -7.2519
H 0.9613 -1.7361 -5.0284
H -0.7967 2.7416 -8.2155
H 2.9745 -4.1962 4.4979
H 1.8514 -3.1326 -4.4310
H 5.5229 -3.5476 7.7800
H 4.3226 -3.3266 3.6983
H -4.4199 1.8547 -1.7408
H 5.3727 4.2648 4.0901
H -7.2365 2.0952 2.1113
H 4.7064 -4.5399 4.8905
H 1.5212 4.2565 4.6187
H -1.8453 1.1363 3.9640
H -0.1219 3.6221 -7.0174
H -4.6182 5.2726 1.6326
H -1.3678 0.5975 1.1795
H -2.9991 1.8328 -8.3745
H 4.1394 2.7174 2.5605
H -2.1187 -0.2896 -3.4369
H -3.0675 5.5911 0.8568
H -5.9939 1.1417 2.8762
H -3.1619 0.4101 -4.6621
H -4.1714 0.1302 -0.3629
H -2.7534 0.7369 -7.1574
H -1.9102 -6.0303 -6.9820
H 1.0909 1.3550 -7.0179
H 4.6308 -1.0600 3.5436
H 6.1482 0.4035 4.6639
H -2.4862 1.9131 -0.1525
H 3.3586 -4.1905 7.2531
H -3.8845 0.0828 1.3849
H -0.8929 0.8419 7.4643
H 0.6301 -0.0591 4.9407
H 0.8559 2.0610 -4.7622
H 2.9617 -2.5410 7.7488
H -3.0971 4.7301 2.3110
H 2.2020 3.6989 6.2059
H 7.8712 -0.2818 6.4771
H -2.7957 4.2562 -8.0943
H 7.7897 -1.3365 4.2436
H 0.0686 -7.9807 -6.7812
H -1.7551 2.9649 1.1151
H 0.5928 -0.8849 6.4821
H -6.4957 1.0331 -0.8812
H -5.3565 4.5003 -0.5192
H 4.7663 5.4766 2.9074
H -3.5265 4.4165 -6.6290
H -3.0982 1.2011 5.2848
H -0.3341 -2.1531 -3.3608
H -1.7124 -0.2738 -5.1511
H 0.4804 -7.6614 -5.0643
H -1.1874 -2.0717 -0.3289
H 2.4246 -1.5886 4.5006
H -1.9496 -0.5191 -0.7047
H 6.5639 -0.2876 7.6129
H 6.4544 -2.4418 3.8428
H 7.5244 -2.9503 5.0296
H 2.3826 -0.5988 0.0455
H -1.8937 3.5218 -0.5638
H 3.8249 2.3389 4.9118
H 0.4381 -0.6472 -1.8582
H -7.0312 0.3804 1.5970
H -5.3099 -0.6122 0.6891
H 7.5829 -1.7289 7.4524
H -0.4779 2.5349 5.0043
H -1.7951 -0.9221 1.8239
H -1.9397 4.9762 -6.6376
H -2.2302 -3.3714 -5.3439
H -4.2965 2.7774 3.2038
H -3.0059 3.7159 -3.9750
H -3.8688 4.3838 -1.4777
H -0.2434 1.3735 -2.4953
H -1.6513 2.7417 6.4786
H -1.1754 -7.5828 -5.6527
H -0.7997 -5.7312 -8.0963
H 2.2855 -6.2783 -6.4693
H 3.5826 0.1938 3.9757

Cartesian forces (eV/Å) of the 2 atoms listed first:
S 1.8 -0.6 -0.2
S 0.3 -3.0 0.0

Löwdin population analysis, charges in e, atoms 1 to 99: number 1, S, carries 0.66; number 2, S, carries 0.68; number 3, S, carries 0.67; number 4, O, carries -0.32; number 5, O, carries -0.02; number 6, O, carries -0.03; number 7, O, carries -0.33; number 8, O, carries -0.33; number 9, O, carries -0.02; number 10, O, carries -0.31; number 11, O, carries -0.01; number 12, O, carries -0.33; number 13, O, carries -0.34; number 14, N, carries -0.14; number 15, N, carries -0.08; number 16, N, carries -0.09; number 17, N, carries -0.10; number 18, C, carries -0.48; number 19, C, carries -0.04; number 20, C, carries -0.02; number 21, C, carries -0.23; number 22, C, carries -0.11; number 23, C, carries -0.17; number 24, C, carries -0.17; number 25, C, carries -0.19; number 26, C, carries -0.14; number 27, C, carries -0.03; number 28, C, carries -0.01; number 29, C, carries -0.51; number 30, C, carries -0.19; number 31, C, carries -0.12; number 32, C, carries -0.19; number 33, C, carries -0.03; number 34, C, carries -0.23; number 35, C, carries -0.21; number 36, C, carries -0.21; number 37, C, carries -0.24; number 38, C, carries -0.48; number 39, C, carries -0.18; number 40, C, carries -0.01; number 41, C, carries -0.17; number 42, C, carries -0.21; number 43, C, carries -0.03; number 44, C, carries -0.14; number 45, C, carries -0.48; number 46, C, carries -0.04; number 47, C, carries -0.03; number 48, C, carries -0.21; number 49, C, carries -0.48; number 50, C, carries -0.02; number 51, C, carries -0.13; number 52, C, carries -0.15; number 53, C, carries -0.24; number 54, C, carries -0.03; number 55, C, carries -0.16; number 56, C, carries -0.03; number 57, C, carries -0.51; number 58, C, carries -0.51; number 59, C, carries -0.04; number 60, C, carries -0.05; number 61, C, carries -0.02; number 62, C, carries -0.16; number 63, C, carries -0.15; number 64, C, carries -0.01; number 65, C, carries -0.48; number 66, H, carries 0.12; number 67, H, carries 0.09; number 68, H, carries 0.09; number 69, H, carries 0.08; number 70, H, carries 0.11; number 71, H, carries 0.08; number 72, H, carries 0.09; number 73, H, carries 0.11; number 74, H, carries 0.12; number 75, H, carries 0.08; number 76, H, carries 0.09; number 77, H, carries 0.08; number 78, H, carries 0.12; number 79, H, carries 0.09; number 80, H, carries 0.11; number 81, H, carries 0.11; number 82, H, carries 0.09; number 83, H, carries 0.11; number 84, H, carries 0.09; number 85, H, carries 0.11; number 86, H, carries 0.10; number 87, H, carries 0.11; number 88, H, carries 0.06; number 89, H, carries 0.07; number 90, H, carries 0.06; number 91, H, carries 0.12; number 92, H, carries 0.09; number 93, H, carries 0.08; number 94, H, carries 0.10; number 95, H, carries 0.07; number 96, H, carries 0.10; number 97, H, carries 0.10; number 98, H, carries 0.08; number 99, H, carries 0.08